This record from OMol25 describes a single C18H15ClN2O3S molecule. The level of theory is ωB97M-V with the def2-TZVPD basis set.

Bonds (Å) are listed after each position.
Positions of all 40 atoms, in Å:
1 O 0.99 -0.19 0.42  C2 1.207
2 C 0.17 -0.08 1.30  O1 1.207, N3 1.369, C12 1.504
3 N 0.47 -0.13 2.64  C2 1.369, C4 1.282
4 C -0.53 0.04 3.42  N3 1.282, N5 1.328, S11 1.789
5 N -0.46 -0.02 4.75  C4 1.328, C6 1.440, C10 1.452
6 C -1.54 0.32 5.63  N5 1.440, C7 1.544, H26 1.095, H27 1.090
7 C -1.30 1.73 6.21  C6 1.544, O8 1.411, H28 1.092, H29 1.101
8 O 0.08 2.05 6.22  C7 1.411, C9 1.406
9 C 0.88 0.94 6.54  O8 1.406, C10 1.542, H30 1.090, H31 1.100
10 C 0.84 -0.09 5.39  N5 1.452, C9 1.542, H32 1.096, H33 1.090
11 S -2.11 0.31 2.62  C4 1.789, C12 1.753
12 C -1.30 0.15 1.07  C2 1.504, S11 1.753, C13 1.352
13 C -2.00 0.26 -0.08  C12 1.352, C14 1.421, H34 1.083
14 C -1.57 0.15 -1.42  C13 1.421, C15 1.388, O25 1.342
15 C -2.32 0.33 -2.57  C14 1.388, C16 1.397, H35 1.071
16 C -1.46 0.11 -3.65  C15 1.397, C17 1.385, H36 1.069
17 C -0.22 -0.20 -3.11  C16 1.385, C18 1.451, O25 1.345
18 C 1.08 -0.51 -3.66  C17 1.451, C19 1.403, C23 1.399
19 C 2.16 -0.60 -2.76  C18 1.403, C20 1.379, H37 1.079
20 C 3.44 -0.88 -3.20  C19 1.379, C21 1.386, H38 1.079
21 C 3.68 -1.08 -4.55  C20 1.386, C22 1.383, H39 1.079
22 C 2.64 -1.01 -5.45  C21 1.383, C23 1.385, H40 1.079
23 C 1.35 -0.72 -5.02  C18 1.399, C22 1.385, Cl24 1.728
24 Cl 0.11 -0.68 -6.22  C23 1.728
25 O -0.31 -0.17 -1.77  C14 1.342, C17 1.345
26 H -1.57 -0.42 6.43  C6 1.095
27 H -2.49 0.29 5.09  C6 1.090
28 H -1.77 2.50 5.58  C7 1.092
29 H -1.71 1.79 7.22  C7 1.101
30 H 1.90 1.33 6.66  C9 1.090
31 H 0.56 0.49 7.48  C9 1.100
32 H 1.00 -1.11 5.78  C10 1.096
33 H 1.59 0.12 4.64  C10 1.090
34 H -3.06 0.47 0.01  C13 1.083
35 H -3.36 0.59 -2.62  C15 1.071
36 H -1.72 0.18 -4.69  C16 1.069
37 H 1.96 -0.44 -1.72  C19 1.079
38 H 4.24 -0.94 -2.49  C20 1.079
39 H 4.68 -1.30 -4.90  C21 1.079
40 H 2.81 -1.17 -6.51  C22 1.079

As for the structure (SMILES): O=C1N=C(N2CCOCC2)S/C1=C/c1ccc(-c2ccccc2Cl)o1. As for the relative energy (zero: lowest compared OMol25 entry of this formula, charge and spin): 31.97 kcal per mole. For the electronic energy, the calculation gives -51388.929 eV. Its multiplicity is 1. Its LUMO energy is -0.29 eV.

Atomic partial charges in e from the natural (NBO) method, atoms 1 to 5:
1 O -0.556
2 C 0.626
3 N -0.592
4 C 0.382
5 N -0.401